Entry 1:
15
Properties=species:S:1:pos:R:3:forces:R:3:lowdin_charge:R:1 method="wB97M-V/def2-TZVPD" homo_lumo_gap_ev=10.2 smiles=Cc1[nH]c(P)c[nH+]1 homo_energy_ev=-13.48 e_lumo_ev=-3.30 e_tot_ev=-16539.443 charge=+1 fmax_ev_per_a=2.974
C -0.682 -1.251 0.180 0.0980 0.1230 -0.6749 -0.0950
C -1.200 -0.086 -0.165 -1.4256 1.5420 0.8441 -0.5591
C 1.009 0.174 -0.211 -1.1101 -2.7004 0.3713 -0.2708
C 2.289 0.848 -0.313 1.2428 -2.0743 1.7319 0.0368
N -0.150 0.792 -0.305 0.0561 0.5399 -1.3352 0.1390
N 0.682 -1.140 0.080 0.0813 0.5386 0.4593 0.1692
P -2.966 0.333 -0.126 -1.3241 -1.1832 1.1282 0.8662
H -1.330 -2.044 0.459 0.5481 -1.1261 0.2139 0.1204
H 2.581 1.140 -1.291 0.2677 -0.1441 -1.0777 0.0910
H 2.142 1.759 0.246 0.6777 0.2309 0.5703 0.1027
H 3.011 0.069 0.152 -0.5639 2.0020 -0.7470 0.1457
H -0.155 1.713 -0.737 -0.4892 -0.0625 0.3792 0.1928
H 1.172 -1.974 0.377 1.1691 0.6594 -0.2734 0.1844
H -3.052 0.705 1.265 0.3424 0.2973 -0.5634 -0.0844
H -3.351 -1.037 0.387 0.4298 1.3576 -1.0267 -0.0389



Entry 2:
81
Properties=species:S:1:pos:R:3:forces:R:3:lowdin_charge:R:1 method="wB97M-V/def2-TZVPD" homo_lumo_gap_ev=5.9 homo_energy_ev=-4.08 e_lumo_ev=1.78 e_tot_ev=-120110.355 charge=-1 fmax_ev_per_a=0.885
Ti 0.277 -0.006 -0.007 -0.0117 0.5223 0.7141 0.6635
Cl -0.799 -2.395 -0.439 -0.0792 0.0144 -0.0747 0.7699
C 0.581 -3.329 -1.000 0.1030 -0.0513 0.0015 -0.6130
C 0.431 -4.118 -2.121 -0.1191 0.0152 0.0539 -0.1379
C 1.535 -4.834 -2.561 0.0668 -0.0061 0.0238 -0.0588
C 2.744 -4.748 -1.886 -0.0219 -0.0014 -0.0124 -0.0729
C 2.867 -3.937 -0.766 -0.0097 0.0061 0.0044 -0.0665
C 1.777 -3.208 -0.302 0.0881 -0.0664 0.0227 -0.3995
P 1.835 -1.999 1.061 -0.0901 0.0780 -0.1731 1.0532
C 1.280 -2.984 2.493 0.0570 0.0106 0.0107 -0.3531
C 1.545 -2.520 3.782 -0.0390 -0.0055 -0.0088 -0.0995
C 1.093 -3.232 4.882 0.0052 0.0010 -0.0052 -0.0737
C 0.366 -4.402 4.709 0.0039 0.0020 0.0039 -0.0914
C 0.096 -4.863 3.431 -0.0083 -0.0118 -0.0009 -0.0817
C 0.555 -4.160 2.325 0.0328 0.0091 0.0084 -0.0833
C 3.603 -1.707 1.329 -0.0122 -0.0526 0.0462 -0.3487
C 4.419 -2.610 2.008 -0.0015 -0.0056 -0.0299 -0.0921
C 5.775 -2.353 2.143 0.0022 0.0009 0.0028 -0.0822
C 6.320 -1.195 1.601 -0.0033 -0.0107 0.0045 -0.0845
C 5.508 -0.289 0.937 -0.0023 0.0037 0.0023 -0.0629
C 4.150 -0.539 0.810 -0.0056 0.0136 0.0204 -0.0766
H -0.504 -4.106 -2.670 0.0116 -0.0222 0.0000 -0.0233
H 1.446 -5.437 -3.454 -0.0056 -0.0015 -0.0007 0.1103
H 3.604 -5.301 -2.243 0.0037 0.0018 0.0032 0.1014
H 3.820 -3.850 -0.260 -0.0003 -0.0017 -0.0077 0.0985
H 2.082 -1.592 3.918 0.0093 0.0116 0.0057 0.0882
H 1.301 -2.863 5.878 0.0010 0.0045 -0.0004 0.1038
H 0.007 -4.952 5.571 0.0007 0.0026 0.0011 0.0981
H -0.471 -5.774 3.288 0.0017 0.0022 -0.0075 0.1014
H 0.349 -4.538 1.333 -0.0099 -0.0174 0.0111 0.0932
H 3.989 -3.508 2.434 0.0154 -0.0020 0.0062 0.1118
H 6.407 -3.054 2.674 -0.0029 -0.0018 0.0007 0.1001
H 7.379 -0.996 1.710 -0.0005 0.0012 -0.0030 0.0993
H 5.923 0.624 0.528 -0.0009 0.0011 0.0010 0.1062
H 3.511 0.189 0.327 0.0074 0.0066 -0.0021 0.0853
C -2.001 5.183 3.130 -0.0403 0.0212 -0.0109 -0.0578
C -2.856 3.924 3.197 0.0113 -0.0347 0.0240 -0.6267
C -2.373 3.033 4.343 0.0064 0.0068 -0.0010 -0.0529
C -4.317 4.311 3.428 -0.0041 -0.0269 0.0014 -0.0686
N -2.824 3.182 1.901 0.0121 0.0465 -0.0762 -0.0758
N -1.681 3.313 1.060 0.1107 -0.0354 0.1526 0.0186
H -2.149 5.760 4.045 0.0073 0.0008 0.0003 0.0830
H -2.292 5.814 2.287 0.0046 -0.0011 -0.0023 0.0789
H -0.941 4.947 3.048 0.0001 0.0036 0.0005 0.0736
H -2.454 3.553 5.301 0.0047 0.0096 -0.0042 0.0812
H -1.336 2.738 4.191 -0.0143 -0.0036 0.0128 0.0497
H -2.985 2.128 4.403 0.0044 -0.0001 -0.0033 0.0812
H -4.447 4.792 4.401 -0.0017 0.0043 -0.0033 0.0754
H -4.952 3.423 3.396 -0.0001 0.0017 0.0066 0.0761
H -4.656 4.992 2.645 -0.0031 -0.0038 0.0015 0.0747
H -2.865 2.193 2.122 -0.0712 -0.0091 0.0108 0.0654
H -0.813 3.246 1.589 0.0102 0.0246 0.0050 0.0348
H -1.712 4.216 0.608 -0.0673 -0.0234 -0.0362 0.0739
N -3.356 1.154 -0.904 0.0981 -0.0007 0.0957 0.1233
C -2.144 1.070 -1.592 -0.1849 -0.0396 -0.0639 -0.5315
O -1.153 0.619 -0.780 -0.0188 0.3194 -0.2730 -0.2901
C -1.928 1.308 -2.882 0.0484 0.2160 0.1604 0.0065
I -1.667 -2.129 -4.239 0.0233 -0.0433 -0.0983 -0.4237
H -3.181 1.392 0.063 -0.0364 0.1232 -0.0174 0.0530
H -3.970 1.845 -1.311 -0.0362 -0.0767 -0.0339 0.0918
H -0.958 1.153 -3.323 -0.0436 -0.1421 -0.0430 0.0354
H -2.745 1.612 -3.518 0.0009 0.0100 -0.0013 0.0606
C 1.363 -0.281 -1.778 0.0722 -0.2492 -0.0371 -0.1887
C 2.122 0.986 -1.998 -0.0093 -0.1613 -0.0266 -0.2927
C 3.501 0.933 -2.235 0.0005 0.1145 0.0724 -0.0660
C 4.242 2.090 -2.406 0.0041 -0.0060 0.0018 -0.0937
C 3.624 3.333 -2.340 0.0111 0.0039 0.0043 -0.1029
C 2.258 3.401 -2.113 -0.0192 -0.0161 0.0056 -0.0757
C 1.512 2.243 -1.946 -0.0029 -0.0164 -0.0463 -0.0527
H 2.005 -1.156 -1.862 0.0587 0.0512 -0.0401 0.0606
H 0.525 -0.413 -2.475 0.0524 -0.0268 -0.0489 0.0306
H 3.985 -0.036 -2.290 0.0052 0.0010 -0.0060 0.1115
H 5.307 2.024 -2.597 -0.0016 -0.0073 -0.0014 0.0967
H 4.202 4.239 -2.470 0.0001 -0.0011 0.0003 0.0933
H 1.764 4.364 -2.064 -0.0033 -0.0025 0.0011 0.1024
H 0.444 2.320 -1.779 -0.0041 0.0155 -0.0247 0.0955
O 1.226 1.340 1.001 0.1284 -0.2163 -0.5323 -0.5045
S 0.938 1.190 2.519 0.0337 0.0287 0.1592 0.1355
O 0.660 2.497 3.058 -0.0752 -0.0412 -0.0362 -0.3637
O 2.035 0.479 3.130 0.0374 0.0707 -0.0107 -0.3718
S -0.702 0.023 2.374 -0.0947 -0.3389 0.1406 0.3938



Entry 3:
30
Properties=species:S:1:pos:R:3:forces:R:3:lowdin_charge:R:1 method="wB97M-V/def2-TZVPD" homo_lumo_gap_ev=11.1 smiles="CC1(COS(N)(=O)=O)CCCCC1" homo_energy_ev=-10.64 e_lumo_ev=0.48 e_tot_ev=-27039.910 fmax_ev_per_a=1.322
C -0.415 -2.600 0.706 -0.0035 0.3016 -0.1958 -0.0414
H -0.054 -2.912 1.683 0.0397 -0.0017 0.0886 0.0869
H 0.063 -3.220 -0.049 0.0613 -0.1369 -0.0912 0.0884
H -1.487 -2.775 0.665 -0.1600 -0.0750 0.0110 0.0885
C -0.099 -1.116 0.469 -0.0213 0.0136 -0.0522 -0.4843
C -0.788 -0.288 1.564 0.0240 0.1614 -0.2339 -0.1379
C -0.340 1.171 1.598 0.0397 -0.0316 0.2645 -0.1916
C 1.174 1.260 1.749 -0.0830 0.1419 -0.2669 -0.1974
C 1.850 0.542 0.587 0.1523 -0.0633 0.2109 -0.1919
C 1.424 -0.922 0.541 -0.1086 0.1989 -0.1730 -0.1380
H 1.889 -1.415 -0.315 0.0455 -0.1394 -0.0035 0.1243
H 1.785 -1.417 1.447 0.0319 -0.0765 0.0182 0.1227
H 1.574 1.030 -0.348 0.1412 0.0655 0.0057 0.0997
H 2.937 0.596 0.693 -0.0033 0.0268 -0.0755 0.1115
H 1.487 2.306 1.777 0.0362 -0.0018 0.0793 0.1081
H 1.476 0.795 2.691 0.0419 0.0135 0.0826 0.1141
H -0.640 1.665 0.675 -0.0430 0.1168 0.0895 0.0998
H -0.831 1.677 2.433 -0.0402 0.0375 -0.0585 0.1116
H -1.870 -0.337 1.423 -0.0884 -0.1009 0.0587 0.1244
H -0.557 -0.745 2.530 -0.0377 -0.0558 0.0507 0.1227
C -0.654 -0.797 -0.929 -0.1616 -1.2431 0.4184 -0.1818
H -0.179 -1.443 -1.677 0.0057 -0.0655 0.1692 0.1320
H -1.734 -0.985 -0.953 0.0874 -0.1003 0.1366 0.1315
O -0.451 0.547 -1.344 -0.1549 0.6364 -0.6938 -0.2613
S -1.094 0.799 -2.793 0.2295 0.7697 -0.0320 0.5375
O -2.507 0.681 -2.700 -0.1736 0.1529 0.2024 -0.2481
O -0.388 0.023 -3.753 0.3017 0.0043 -0.0349 -0.2478
N -0.706 2.383 -3.003 -0.2978 -0.7869 -0.1082 -0.0345
H -1.154 2.971 -2.322 -0.1768 0.1954 0.1886 0.0761
H 0.288 2.523 -3.042 0.3155 0.0424 -0.0555 0.0762



Entry 4:
13
Properties=species:S:1:pos:R:3:forces:R:3:lowdin_charge:R:1 method="wB97M-V/def2-TZVPD" homo_lumo_gap_ev=9.4 homo_energy_ev=-8.22 e_lumo_ev=1.21 e_tot_ev=-6783.400 fmax_ev_per_a=4.099
C -1.562 0.046 0.072 -0.0640 0.0345 0.1339 -0.0891
C -0.358 -0.810 0.423 0.5412 0.4848 0.0313 -0.1978
C 0.522 -0.140 -0.874 -1.8208 -3.3992 1.3889 -0.1202
C 1.613 0.097 0.115 0.4515 0.1522 0.3465 -0.1554
N 0.420 0.365 1.006 0.1805 0.8859 0.7019 0.0005
C -0.348 0.908 -0.230 -0.3901 0.6508 0.0533 -0.2434
H -2.184 -0.270 -0.775 0.2088 0.0788 0.1309 0.1071
H -2.170 0.383 0.919 0.0360 -0.0763 -0.0960 0.1041
H -0.351 -1.804 0.921 0.2638 0.5466 -0.5126 0.1374
H 0.255 -0.994 -1.467 0.7288 0.6513 -2.3573 0.1129
H 2.222 0.990 -0.056 0.0058 -0.0478 0.0543 0.1040
H 2.245 -0.742 0.417 -0.1335 0.0694 0.0816 0.1073
H -0.303 1.971 -0.471 -0.0078 -0.0310 0.0432 0.1327